Computed, not measured: 2 unconnected molecules or ions with the total composition C7H11ClN2, with wB97M-V/def2-TZVPD.

Its HOMO energy is -0.3242 Ha. The orbital gap comes out at 9.02 eV.

```
! RIJCOSX wB97M-V def2-TZVPD def2/J DEFGRID3
* xyz 0 1
C -3.10 -1.10 -0.57
C -2.16 -1.85 0.22
C -2.42 0.13 -0.80
C 2.48 1.11 -0.25
C 1.30 -0.35 1.48
C 1.12 0.79 0.47
C 0.05 0.66 -0.56
N -1.06 -1.24 0.35
N -1.14 0.00 -0.19
Cl -0.28 2.08 -1.46
H -4.16 -1.36 -0.78
H -2.20 -2.83 0.77
H -2.65 1.07 -1.28
H 2.42 1.90 -0.97
H 3.44 1.16 0.40
H 2.67 0.40 -1.03
H 2.19 -0.22 1.98
H 0.46 -0.48 2.20
H 1.43 -1.34 1.01
H 0.91 1.84 0.84
H 0.71 -0.37 -1.85
*
```

***

Computed, not measured: a gas-phase ion, C7H11ClN3O3 (charge +1), with wB97M-V/def2-TZVPD.

Its HOMO energy is -0.5259 Ha. The orbital gap comes out at 10.88 eV.

```
! RIJCOSX wB97M-V def2-TZVPD def2/J DEFGRID3
* xyz 1 1
C 0.15 0.77 -1.42
C -2.26 0.75 0.89
C 0.66 0.23 -0.12
C -1.80 -0.14 -0.32
C -0.41 -0.28 0.71
C 1.71 1.13 0.42
C 3.13 0.83 -0.08
N -1.26 0.31 -1.50
N -2.27 -1.48 -0.40
N -0.35 -1.64 1.09
O 0.66 1.39 -2.31
O -3.09 1.55 0.88
O -1.12 0.63 1.61
Cl 3.44 -0.99 0.14
H 1.28 -0.61 -0.34
H 1.36 2.16 0.09
H 1.63 1.29 1.46
H 3.93 1.28 0.55
H 3.10 1.03 -1.13
H -1.77 0.96 -2.06
H -3.25 -1.55 -0.14
H -2.01 -1.94 -1.31
H -1.50 -1.87 0.27
H -0.61 -1.79 2.04
H 0.65 -2.02 0.95
*
```

***

Computed, not measured: 2 unconnected molecules or ions with the total composition C7H11ClNO3, with wB97M-V/def2-TZVPD.

Its HOMO energy (spin up / spin down) is -0.3379 / -0.3576 Ha. The orbital gap (spin up / spin down) comes out at 8.87 / 7.45 eV.

```
! RIJCOSX wB97M-V def2-TZVPD def2/J DEFGRID3
* xyz 0 2
C 0.31 -0.32 1.25
C 1.39 0.15 0.51
C 2.35 -0.69 -0.26
O 1.99 -1.78 -0.68
C -0.39 0.65 2.18
C 0.40 -1.70 1.86
Cl 1.69 1.87 0.39
C 3.76 -0.21 -0.45
H -1.29 0.17 2.59
H 0.24 0.88 3.05
H -0.64 1.59 1.68
H -0.60 -2.17 1.86
H 1.07 -2.40 1.36
H 0.71 -1.62 2.91
H 4.16 0.25 0.46
H 4.39 -1.06 -0.75
H 3.78 0.55 -1.25
C -1.47 -0.70 -0.54
H -1.42 0.29 -1.00
H -0.97 -1.55 -1.00
N -2.73 -1.00 0.02
O -3.51 -0.08 0.23
O -2.97 -2.17 0.32
*
```

***

Computed, not measured: a molecular structure, C7H11F6N2O5S5Sc, with wB97M-V/def2-TZVPD.

Its HOMO energy is -0.5911 Ha. The orbital gap comes out at 9.15 eV.

```
! RIJCOSX wB97M-V def2-TZVPD def2/J DEFGRID3
* xyz 2 1
Sc 0.92 -0.49 0.39
F -0.16 4.29 -0.03
C -0.11 3.88 1.22
F -1.28 3.35 1.57
F 0.22 4.85 2.03
S 1.19 2.56 1.30
O 0.67 1.52 0.31
O 2.45 3.09 0.96
N 0.99 2.04 2.78
S 1.49 0.63 3.19
O 2.07 0.50 4.45
O 2.15 -0.01 2.01
C -0.05 -0.44 3.15
F -0.63 -0.64 4.29
F -0.91 0.09 2.24
F 0.30 -1.63 2.57
S -0.98 -1.44 -0.97
C -2.44 -0.52 -0.94
N -3.57 -1.05 -1.34
C -4.71 -0.14 -1.48
C -4.40 1.04 -0.57
S -2.58 1.12 -0.48
H -3.61 -2.01 -1.67
H -5.63 -0.65 -1.18
H -4.80 0.16 -2.53
H -4.79 0.90 0.44
H -4.78 1.98 -0.97
C 4.44 -1.54 -1.87
S 3.23 -2.62 -1.14
C 2.37 -3.19 -2.59
O 2.22 -1.64 -0.48
H 5.13 -2.17 -2.44
H 4.98 -1.05 -1.07
H 3.96 -0.82 -2.53
H 3.07 -3.81 -3.15
H 2.03 -2.34 -3.18
H 1.54 -3.80 -2.25
*
```

***

Computed, not measured: 2 unconnected molecules or ions with the total composition C7H11FN2S, with wB97M-V/def2-TZVPD.

Its HOMO energy (spin up / spin down) is -0.2436 / -0.3060 Ha. The orbital gap (spin up / spin down) comes out at 7.32 / 8.71 eV.

```
! RIJCOSX wB97M-V def2-TZVPD def2/J DEFGRID3
* xyz 0 3
C 1.13 -0.78 -1.03
C 2.17 -0.09 -1.48
C 1.73 0.24 0.96
C -1.12 -2.26 0.37
C -1.02 2.19 -0.57
C -0.13 -1.33 0.97
C -2.00 1.12 -0.50
N 1.67 0.51 2.18
N 0.80 -0.57 0.31
F -3.07 1.34 0.36
S 2.90 0.94 -0.22
H 0.71 -1.43 -1.73
H 2.49 0.10 -2.45
H -1.99 -1.83 0.09
H -0.63 -2.78 -0.39
H -1.49 -2.88 1.16
H -1.45 3.04 -0.96
H -0.72 2.56 0.34
H -0.34 1.80 -1.30
H -0.05 -0.96 1.91
H -1.90 0.05 -0.71
H 2.31 1.03 2.70
*
```

***

Computed, not measured: a single C7H11FNP molecule, with wB97M-V/def2-TZVPD.

Its HOMO energy is -0.3027 Ha. The orbital gap comes out at 8.56 eV.

```
! RIJCOSX wB97M-V def2-TZVPD def2/J DEFGRID3
* xyz 0 1
C 0.50 1.90 -0.15
C 2.13 -0.78 -0.07
C 1.01 -0.87 -1.07
C -0.41 0.79 0.29
C -0.34 -0.48 -0.52
C -1.88 1.32 0.44
C -0.68 -1.57 0.51
N 1.78 1.82 0.00
F 2.77 -1.91 0.01
P 2.71 0.65 0.62
H 0.00 2.67 -0.72
H 1.26 -0.39 -1.93
H 1.06 -1.87 -1.44
H 0.07 0.56 1.31
H -1.09 -0.66 -1.32
H -2.06 2.27 -0.11
H -1.91 1.42 1.54
H -2.44 0.52 0.18
H -0.65 -2.57 0.20
H -1.78 -1.46 0.83
H -0.06 -1.37 1.40
*
```

***

Computed, not measured: a single C7H11IN2 molecule, with wB97M-V/def2-TZVPD.

Its HOMO energy (spin up / spin down) is -0.3133 / -0.3166 Ha. The orbital gap (spin up / spin down) comes out at 6.76 / 7.24 eV.

```
! RIJCOSX wB97M-V def2-TZVPD def2/J DEFGRID3
* xyz 0 1
C -2.72 -2.11 -0.54
C -0.65 -1.43 0.38
C -3.20 -0.94 -0.88
C 0.79 1.55 -1.21
C 2.13 -0.19 -0.02
C 0.48 1.11 1.43
C 0.81 0.52 0.01
N -1.57 -2.34 0.13
N -0.30 -0.47 -0.41
I -3.55 0.67 0.36
H -3.10 -2.95 -1.12
H -0.29 -1.58 1.40
H 1.61 2.31 -1.01
H 0.95 0.93 -2.03
H -0.15 2.20 -1.41
H 1.97 -1.15 -0.64
H 2.95 0.44 -0.59
H 2.52 -0.41 0.98
H -0.48 0.76 1.75
H 1.29 0.87 2.11
H 0.51 2.22 1.29
*
```

***

Computed, not measured: a single C7H11N molecule, with wB97M-V/def2-TZVPD.

Its HOMO energy (spin up / spin down) is -0.2844 / -0.2853 Ha. The orbital gap (spin up / spin down) comes out at 7.67 / 8.03 eV.

```
! RIJCOSX wB97M-V def2-TZVPD def2/J DEFGRID3
* xyz 0 1
C 0.13 1.21 1.55
C -0.93 0.82 0.79
C -0.03 -0.27 -0.45
C 1.32 -0.03 0.02
C -2.37 1.01 0.63
C -0.57 -0.63 -1.77
C 2.27 -1.26 0.12
N 1.36 0.82 1.26
H 0.03 1.69 2.52
H 1.85 0.75 -0.59
H -2.70 0.90 -0.34
H -2.89 1.76 1.17
H -2.85 0.08 1.00
H 0.04 -0.14 -2.61
H -1.60 -0.43 -1.97
H -0.49 -1.68 -1.87
H 2.71 -1.50 -0.87
H 1.66 -2.05 0.51
H 3.06 -1.05 0.91
*
```

***

Energy relative to the best compared isomer or geometry (same formula, charge and spin) for every record listed, in sequence, given in kJ/mol: 306.8, 186.4, 11.0, 15.5, 0.0, 14.9, 371.6, 464.0.